{
  "formula": "H10N2O21S5Zn",
  "method": "wB97M-V/def2-TZVPD",
  "e_lumo_ha": 0.369,
  "largest_force_ev_per_a": 4.5,
  "multiplicity": 1,
  "total_charge": -6,
  "elements": ["Zn", "N", "H", "H", "H", "H", "N", "H", "H", "H", "H", "S", "O", "O", "O", "O", "S", "O", "O", "O", "O", "S", "O", "O", "O", "O", "S", "O", "O", "O", "O", "S", "O", "O", "O", "O", "O", "H", "H"],
  "xyz": [[16.268210, 15.681870, 15.346530], [13.589630, 11.235710, 16.056530], [13.396370, 11.333900, 15.070070], [13.939530, 10.301370, 16.213670], [12.766760, 11.181180, 16.639630], [14.239120, 11.955010, 16.340880], [14.715730, 14.944390, 10.512070], [14.892020, 14.271930, 9.779390], [15.017310, 14.539360, 11.386770], [13.721280, 15.120700, 10.503060], [15.197650, 15.818300, 10.356730], [15.037780, 19.106760, 18.057870], [14.040380, 18.331760, 18.745640], [15.865820, 18.280960, 17.176130], [14.272750, 20.042860, 17.235690], [15.839530, 19.864170, 19.039020], [18.011030, 18.164530, 11.602640], [17.380660, 17.403510, 12.646260], [17.377420, 17.913220, 10.295920], [17.973870, 19.593360, 12.004070], [19.403230, 17.807260, 11.433190], [17.309700, 11.707960, 13.144860], [17.388800, 10.674350, 14.176690], [16.645690, 12.909390, 13.650360], [18.670270, 12.009270, 12.623430], [16.494310, 11.175090, 12.056590], [11.772560, 16.480670, 14.057240], [13.086670, 16.150100, 14.659070], [11.483480, 15.494690, 13.021980], [10.735020, 16.513110, 15.048940], [11.852410, 17.755730, 13.327560], [16.135640, 13.624770, 19.404590], [15.386340, 14.560210, 20.253490], [15.703540, 12.289190, 19.720310], [15.865960, 13.901140, 17.976800], [17.512670, 13.772890, 19.715130], [19.306900, 15.376260, 16.339020], [19.777730, 16.189350, 16.521900], [19.760300, 14.713900, 16.860490]],
  "atomic_forces_ev_per_a": [[-0.55, 0.50, 0.77], [-0.44, -1.25, 0.12], [-0.17, 0.39, -0.47], [1.34, -0.05, -0.24], [-0.51, 1.23, 0.02], [0.97, 0.88, 0.71], [-0.41, -0.26, -0.45], [0.54, -0.09, -0.13], [0.23, -0.18, 1.03], [-0.58, 0.26, 0.81], [0.87, 0.83, 0.11], [-1.42, 1.79, 0.73], [-1.01, -1.93, 1.31], [1.66, -1.22, -1.21], [-0.03, 1.35, -1.16], [1.12, 0.09, 0.19], [0.91, 2.23, 0.19], [-1.61, -2.16, 1.83], [-1.84, -0.23, -1.74], [-0.49, 0.79, -0.64], [2.87, -1.00, -0.17], [1.89, 0.00, -0.62], [-0.01, -1.15, 1.58], [-0.90, 1.74, 0.89], [-0.15, 0.03, 0.20], [-1.70, -0.86, -2.23], [2.41, 1.65, -1.44], [0.68, -0.49, 0.69], [-0.92, -3.10, -2.03], [-2.07, -0.28, 2.00], [-0.08, 1.30, -0.06], [-2.15, 2.86, 0.64], [-0.87, 0.49, 0.39], [-1.32, -4.17, 0.25], [-0.40, -0.09, -2.08], [4.53, 0.06, 0.35], [0.04, 0.07, -0.33], [-0.14, 0.34, -0.02], [-0.32, -0.35, 0.24]],
  "mulliken_charge": [1.462, -0.407, 0.395, 0.363, 0.371, 0.233, -0.384, 0.367, 0.228, 0.402, 0.329, 1.101, -0.631, -0.523, -0.677, -0.787, 0.957, -0.546, -0.832, -0.782, -0.775, 0.935, -0.769, -0.548, -0.778, -0.806, 0.875, -0.594, -0.798, -0.719, -0.759, 0.960, -0.744, -0.810, -0.576, -0.759, -0.503, 0.261, 0.266]
}